1.
Below is C61H50N2P3PtSSi as an isolated structure, with properties calculated with wB97M-V/def2-TZVPD.

Energy above the lowest of the compared OMol25 structures with the same formula, charge and spin ... 1.363 eV
Frontier orbital gap (spin up / spin down) ... 4.4 / 4.4 eV

Geometry as ORCA input:
```
! RIJCOSX wB97M-V def2-TZVPD def2/J DEFGRID3
* xyz 1 1
Pt 0.315 0.897 -0.444
S -0.113 -2.495 -0.248
P 0.490 1.227 1.917
P -2.204 0.738 -0.671
P 2.080 1.625 -1.777
Si -0.200 3.212 -0.482
N 1.186 -4.776 0.401
N 0.275 -4.736 -1.783
C -1.705 3.339 -1.616
C -0.330 -5.996 -1.750
C -1.763 0.351 3.340
C -0.355 -6.733 -2.940
C -3.582 0.996 0.536
C -3.454 -2.997 -1.664
C 2.303 -3.392 -1.397
C 4.422 1.010 -0.399
C -3.556 -2.958 -3.047
C 3.667 3.952 -1.717
C -2.838 -0.661 -3.040
C -1.516 -7.799 -0.670
C 2.111 1.304 2.718
C 1.905 -2.519 -2.553
C -3.054 -1.869 -0.969
C 2.895 2.422 2.417
C -2.019 4.478 -2.358
C -3.761 2.319 -2.387
C 4.659 1.553 3.794
C -4.057 3.459 -3.116
C -5.650 1.649 2.308
C 6.177 -0.379 -1.269
C 2.611 0.311 3.556
C 2.824 6.079 -0.974
C -4.587 2.523 2.124
C 2.963 -2.561 -0.335
C -3.575 2.202 1.238
C 1.375 4.147 -0.953
C -1.225 5.349 2.984
C 2.307 -1.459 0.012
C -0.928 -2.304 3.303
C 2.433 3.363 -1.432
C -2.568 -0.640 3.875
C -1.066 4.992 1.654
C 5.650 0.394 -0.241
C -3.235 -1.795 -3.732
C 4.162 2.546 2.958
C -0.951 -7.981 -2.987
C -0.838 4.473 3.992
C 3.704 0.843 -1.581
C -2.773 -0.682 -1.649
C -2.568 2.235 -1.672
C -4.663 0.138 0.708
C -5.688 0.468 1.586
C -0.118 -1.319 2.766
C -0.309 3.237 3.665
C -0.537 3.747 1.307
C 1.232 -1.421 -2.225
C 3.883 0.443 4.094
C -0.941 -6.536 -0.615
C 3.860 5.303 -1.480
C 4.240 0.078 -2.613
C -0.526 0.018 2.786
C -0.180 2.870 2.325
C -3.175 4.532 -3.120
C -2.156 -1.966 3.852
C 1.587 5.500 -0.716
C 0.962 -4.003 -0.778
C -1.525 -8.528 -1.848
C 5.477 -0.529 -2.456
C 1.041 -1.146 -0.746
H -2.570 0.236 -3.583
H 0.783 6.111 -0.322
H 5.897 -1.116 -3.263
H -2.780 2.909 1.075
H -1.348 5.330 -2.347
H 3.880 -2.896 0.136
H 4.009 1.611 0.399
H -0.946 4.758 5.031
H -4.458 1.490 -2.364
H 3.687 -0.042 -3.536
H 5.650 1.649 4.218
H -1.984 -9.507 -1.881
H 2.903 -4.251 -1.699
H 1.495 -5.720 0.199
H -4.548 3.462 2.663
H -4.733 -0.784 0.150
H -3.872 -3.839 -3.591
H 6.199 0.520 0.684
H -3.297 -1.773 -4.813
H -4.976 3.508 -3.685
H 0.264 -4.281 -2.678
H 2.007 -0.549 3.806
H -3.667 -3.913 -1.128
H 0.104 -6.321 -3.831
H 1.820 -4.313 1.035
H 0.758 -0.786 -2.963
H 2.633 -0.823 0.828
H 2.089 -2.838 -3.572
H -3.524 -0.372 4.305
H -1.369 5.682 0.873
H -0.608 -3.337 3.268
H -0.006 2.547 4.444
H -2.797 -2.738 4.258
H -1.975 -8.209 0.220
H -6.448 1.896 2.996
H 2.982 7.131 -0.779
H 4.472 3.347 -2.115
H -0.963 -8.538 -3.915
H 4.764 3.414 2.724
H -3.398 5.412 -3.708
H -1.645 6.314 3.238
H -0.984 -5.958 0.295
H -2.097 1.377 3.363
H 4.264 -0.324 4.755
H 7.137 -0.862 -1.141
H 4.820 5.755 -1.691
H -2.930 -1.909 0.107
H 0.825 -1.590 2.311
H -6.528 -0.207 1.695
H 2.501 3.198 1.768
*
```

***

2.
Below is a 8-piece molecular cluster, C61H59Cl2N2O15S overall, with properties calculated with wB97M-V/def2-TZVPD.

Frontier orbital gap ... 7.6 eV

Geometry as ORCA input:
```
! RIJCOSX wB97M-V def2-TZVPD def2/J DEFGRID3
* xyz 1 1
Cl -0.134 1.143 2.000
Cl 6.892 -2.106 2.399
S 4.160 1.783 -4.499
O -3.349 2.058 4.394
O -7.047 0.546 -3.188
O 1.424 -8.633 -3.028
O -4.775 4.758 8.726
O 1.304 2.385 -6.495
O -0.339 -3.698 -2.247
O 0.044 4.966 4.270
O -3.877 6.364 0.990
O -3.337 2.470 0.067
O -7.201 0.736 5.969
O 8.217 -5.279 -0.937
O 3.392 1.978 4.780
O 3.730 -7.873 0.159
O -2.545 4.214 -9.641
O -8.160 -4.257 4.478
N 1.220 0.598 -0.311
N 2.821 0.501 3.163
C -7.545 -1.499 6.623
C -7.578 -0.770 4.199
C 1.493 -6.692 -1.703
C 2.334 0.298 -1.070
C 4.760 -7.278 -0.094
C 5.864 -7.932 -0.830
C 1.928 -0.425 3.923
C -4.189 2.027 -0.682
C 2.262 3.125 3.037
C 0.975 -1.476 -3.982
C 1.577 -0.869 -5.334
C 3.809 0.136 0.923
C -5.287 2.882 -1.183
C -7.940 -3.114 4.819
C -5.387 3.212 7.062
C -2.490 6.968 2.794
C -2.737 3.606 6.062
C 5.161 -0.086 1.650
C 4.956 -5.871 0.325
C 2.610 0.459 1.736
C -0.167 1.961 -8.282
C 2.842 1.850 3.713
C 0.037 -6.885 -3.768
C 5.334 1.235 -2.007
C -3.676 2.679 5.390
C -1.503 6.617 3.617
C -0.856 5.289 3.516
C 1.047 -5.452 -1.508
C -4.449 4.139 7.735
C -2.979 6.045 1.743
C -0.406 -5.645 -3.570
C -6.222 2.400 -2.000
C 6.994 -7.281 -1.105
C 0.066 -4.834 -2.426
C 4.830 -0.207 -1.515
C 6.085 -5.220 0.051
C -0.043 0.785 -1.072
C -4.165 0.615 -1.123
C 4.170 -2.502 2.115
C 7.191 -5.874 -0.686
C -1.664 3.795 -8.921
C -0.104 -0.444 -3.435
C -0.107 4.181 -7.066
C -1.135 2.419 -9.073
C -5.098 0.131 -1.940
C -1.075 4.640 -7.856
C -5.029 2.535 5.973
C -1.346 4.369 2.467
C -2.331 4.717 1.643
C 0.421 2.806 -7.218
C -0.366 -0.553 -1.881
C -7.423 -0.411 5.627
C -7.785 -2.754 6.248
C 3.650 0.078 -0.531
C -7.818 -2.024 3.823
C 5.202 -1.400 2.533
C -6.199 0.986 -2.443
C -3.094 4.284 7.151
C 1.321 0.707 1.060
C 5.680 1.265 -3.551
C 1.021 -7.505 -2.849
H -0.864 3.401 2.405
H 0.335 4.784 -6.283
H 6.011 0.237 -3.851
H 6.247 -4.191 0.351
H -7.429 -1.218 7.662
H -7.033 3.011 -2.376
H 0.233 0.960 -8.378
H -2.700 4.049 0.869
H 2.426 3.126 1.931
H 4.312 3.100 -4.837
H -7.934 -2.304 2.784
H -1.456 -0.807 -1.758
H -5.703 1.855 5.469
H 3.142 -2.183 2.422
H 5.000 -1.111 3.592
H 4.493 1.964 -1.860
H -1.752 3.700 5.621
H 4.154 -2.696 1.014
H 7.812 -7.744 -1.642
H -1.577 1.815 -9.855
H 0.188 -1.439 -1.467
H 4.137 -5.409 0.863
H 5.304 0.786 2.350
H 2.838 3.990 3.466
H -3.353 0.004 -0.747
H 1.194 3.329 3.317
H -7.486 0.040 3.486
H 4.384 -3.435 2.707
H 6.447 2.050 -3.756
H -2.976 7.934 2.853
H 2.206 0.220 -2.178
H 0.512 -2.469 -4.205
H -0.900 1.151 -0.463
H -0.296 -7.492 -4.600
H 1.054 0.187 4.292
H 5.702 -8.960 -1.129
H 0.238 0.572 -3.768
H -1.047 -0.660 -4.003
H -7.877 -3.563 6.961
H 1.813 -1.666 -3.264
H 5.620 -0.740 -0.934
H 1.510 -1.241 3.284
H -6.371 3.118 7.502
H -5.287 3.913 -0.848
H 0.155 1.565 -1.859
H -5.097 -0.900 -2.273
H 2.653 -0.565 -5.206
H 2.213 -7.160 -1.040
H 6.190 1.594 -1.379
H 5.997 -0.029 0.915
H -1.132 7.278 4.391
H -1.125 -5.175 -4.230
H -2.420 4.965 7.655
H 2.442 -0.819 4.831
H -1.474 5.642 -7.759
H 1.380 -4.843 -0.676
H 4.510 -0.774 -2.421
H 1.571 -1.646 -6.143
H 0.998 0.009 -5.709
*
```

***

3.
Below is a 11-piece molecular cluster, C62H135ClN7O6 overall, with properties calculated with wB97M-V/def2-TZVPD.

Frontier orbital gap ... 8.5 eV

Geometry as ORCA input:
```
! RIJCOSX wB97M-V def2-TZVPD def2/J DEFGRID3
* xyz 3 1
Cl 15.163 22.644 18.012
O 15.127 16.580 15.940
O 9.186 20.683 10.841
O 17.103 15.822 15.302
O 10.536 20.446 12.655
O 12.365 17.008 18.915
O 11.598 18.830 20.020
N 12.406 20.120 15.471
N 16.633 26.294 17.010
N 12.099 14.104 16.594
N 9.637 21.260 21.778
N 6.469 20.663 8.730
N 16.059 18.202 19.468
N 20.439 16.465 13.099
C 14.176 25.931 14.203
C 5.933 20.552 11.111
C 22.538 15.397 13.594
C 10.069 21.755 20.343
C 15.492 25.592 14.986
C 12.005 13.859 14.157
C 9.914 20.042 11.644
C 18.470 21.273 20.013
C 12.104 15.450 15.918
C 13.499 12.550 18.088
C 10.329 18.631 11.248
C 21.947 16.674 13.003
C 11.513 22.246 20.484
C 16.613 15.933 18.818
C 8.845 20.005 21.673
C 16.483 26.304 18.588
C 15.381 17.240 20.433
C 13.494 21.689 13.942
C 5.994 21.990 10.657
C 11.968 21.866 21.939
C 20.018 16.773 14.560
C 9.048 18.346 14.988
C 17.044 27.579 16.466
C 7.442 18.846 7.258
C 10.894 14.004 17.498
C 10.973 20.845 22.374
C 8.747 18.267 6.665
C 21.482 14.370 13.556
C 12.214 21.440 14.802
C 5.139 20.687 8.051
C 19.820 18.894 12.408
C 12.366 20.447 16.844
C 15.979 16.270 15.071
C 15.321 25.873 16.399
C 11.508 17.651 19.570
C 13.753 19.603 15.075
C 15.572 16.547 13.629
C 11.410 15.154 14.628
C 13.368 13.904 17.420
C 15.045 18.842 18.651
C 19.352 19.727 11.155
C 17.598 20.204 19.219
C 10.190 17.022 19.967
C 11.434 19.069 15.115
C 16.826 19.249 20.199
C 7.547 20.112 20.983
C 18.765 25.595 18.047
C 20.306 14.979 12.820
C 6.479 19.013 21.148
C 9.078 22.423 22.584
C 6.770 22.023 9.298
C 12.062 13.052 15.455
C 14.565 20.800 14.519
C 16.986 17.367 18.589
C 17.873 26.269 19.138
C 6.415 19.751 9.867
C 19.752 17.366 12.125
C 10.045 19.335 15.562
C 17.746 25.278 16.919
C 16.204 15.927 20.370
C 7.570 20.245 7.810
C 14.965 12.283 18.406
H 15.177 21.286 15.282
H 17.370 27.443 15.452
H 15.894 15.830 12.872
H 9.428 18.052 11.194
H 9.211 17.392 15.427
H 11.282 13.352 13.495
H 8.832 22.065 23.586
H 20.861 19.188 12.624
H 6.620 18.855 6.470
H 15.670 15.076 20.796
H 15.871 25.416 18.771
H 15.474 13.190 18.668
H 21.765 13.448 13.027
H 8.473 20.209 8.472
H 19.142 24.678 18.388
H 19.600 26.288 17.837
H 15.730 15.677 18.221
H 11.399 20.886 17.088
H 4.903 19.784 7.566
H 7.774 20.267 19.899
H 11.574 23.289 20.365
H 10.003 20.872 19.680
H 14.356 16.983 20.116
H 11.543 16.250 16.493
H 6.669 20.344 11.883
H 16.088 17.530 13.350
H 7.406 19.509 10.079
H 16.342 26.183 14.492
H 11.533 19.050 14.019
H 14.528 16.661 13.558
H 19.113 21.863 19.319
H 15.837 24.536 14.831
H 10.025 14.280 16.959
H 14.836 25.100 16.965
H 19.278 20.881 20.678
H 12.161 21.772 19.757
H 23.421 15.133 12.952
H 17.523 18.790 20.868
H 11.411 15.947 13.904
H 6.483 22.763 8.573
H 17.931 25.866 20.135
H 17.889 22.010 20.604
H 15.163 20.329 13.776
H 20.112 17.002 11.165
H 14.224 25.545 13.190
H 16.115 19.852 20.764
H 15.173 11.597 19.299
H 15.252 17.792 21.409
H 20.062 17.861 14.676
H 18.006 17.602 18.986
H 19.400 14.553 13.186
H 7.837 22.036 9.553
H 4.897 20.205 11.342
H 10.807 18.545 10.256
H 17.955 27.973 16.991
H 11.012 20.867 23.443
H 13.002 21.490 21.892
H 22.237 16.744 11.908
H 16.933 17.583 17.539
H 13.148 15.772 15.817
H 12.516 19.657 17.529
H 13.734 22.744 14.004
H 22.989 15.528 14.616
H 16.249 28.285 16.568
H 10.296 15.114 14.869
H 15.873 27.122 18.922
H 19.330 19.216 13.323
H 20.058 19.598 10.287
H 4.332 20.951 8.718
H 5.173 21.391 7.292
H 4.973 22.418 10.562
H 6.132 19.016 22.188
H 5.588 19.314 20.587
H 9.166 18.252 13.902
H 17.311 24.302 17.192
H 14.108 14.118 16.683
H 14.149 19.027 15.895
H 7.059 21.094 21.297
H 13.037 14.023 13.751
H 20.411 14.812 11.714
H 8.030 18.637 15.238
H 20.548 16.297 15.352
H 13.349 14.680 18.184
H 12.933 12.541 19.028
H 18.655 16.990 12.145
H 9.736 23.317 22.604
H 13.324 25.486 14.687
H 5.803 18.905 9.709
H 11.247 19.844 22.021
H 19.324 20.776 11.490
H 8.161 22.731 22.125
H 10.987 12.998 17.911
H 6.449 22.713 11.323
H 12.031 22.789 22.511
H 11.309 21.425 14.202
H 14.672 26.771 16.531
H 17.144 16.069 21.013
H 14.405 18.089 18.175
H 8.462 17.415 6.019
H 15.468 19.512 17.929
H 13.626 18.812 14.281
H 12.949 12.494 15.613
H 18.939 16.365 14.728
H 6.807 18.048 20.774
H 9.929 17.345 21.005
H 12.132 22.163 15.602
H 13.169 21.167 17.106
H 18.191 19.695 18.436
H 14.159 27.022 14.185
H 22.216 17.669 13.328
H 18.095 25.360 15.913
H 10.889 18.143 12.081
H 10.091 19.257 16.610
H 9.541 19.380 21.186
H 9.462 17.502 19.299
H 14.368 19.392 19.357
H 11.827 18.092 15.462
H 18.348 19.412 10.796
H 9.790 20.404 15.381
H 21.267 13.948 14.569
H 13.199 11.717 17.528
H 13.313 21.406 12.918
H 11.020 14.850 18.262
H 16.771 20.684 18.724
H 9.447 22.522 19.956
H 18.319 27.301 19.272
H 10.044 15.985 19.964
H 9.287 18.962 6.039
H 17.394 15.272 18.529
H 11.187 12.434 15.521
H 9.381 17.949 7.521
H 8.713 19.470 22.667
H 7.148 18.171 8.050
H 7.702 20.978 7.046
H 15.554 11.878 17.524
*
```